Density functional theory data (the ωB97M-V functional and the def2-TZVPD basis) for 10 unconnected molecules or ions with the total composition C40H68O16 at a distorted geometry.

The molecular weight comes out at 804.97 g/mol. Its SMILES is O=C1CCCO1.O=C1CCCO1.O=C1CCCO1.O=C1CCCO1.O=C1CCCO1.O=C1CCCO1.C1CCOC1.C1CCOC1.C1CCOC1.C1CCOC1. For the energy above the lowest of the compared OMol25 structures with the same formula, charge and spin, the calculation gives 1.856 eV. The value obtained for the total energy is -2768.722450 Ha. The HOMO energy comes out at -9.456 eV.

Atoms and positions in Å:
O: 1.82 1.50 -4.33
C: 1.86 0.30 -4.59
C: 0.72 -0.58 -5.09
C: 1.31 -1.98 -4.87
C: 2.78 -1.73 -4.95
O: 2.97 -0.39 -4.54
H: -0.13 -0.23 -4.50
H: 0.63 -0.37 -6.16
H: 1.04 -2.38 -3.89
H: 1.03 -2.65 -5.68
H: 3.37 -2.37 -4.29
H: 3.13 -1.83 -5.98
O: -0.17 -3.87 2.34
C: -1.34 -3.77 2.67
C: -2.50 -3.08 1.94
C: -3.52 -3.13 3.06
C: -3.06 -4.15 4.08
O: -1.72 -4.32 3.80
H: -2.20 -2.08 1.63
H: -2.80 -3.70 1.10
H: -3.64 -2.16 3.54
H: -4.51 -3.40 2.68
H: -3.25 -3.70 5.06
H: -3.62 -5.08 4.06
O: -0.28 -1.33 -2.04
C: -0.27 -0.62 -1.05
C: 0.83 0.36 -0.71
C: 0.64 0.55 0.77
C: -0.86 0.20 0.96
O: -1.22 -0.69 -0.07
H: 1.85 0.07 -0.97
H: 0.53 1.29 -1.20
H: 1.26 -0.12 1.36
H: 0.87 1.58 1.02
H: -0.96 -0.16 1.98
H: -1.55 1.05 0.87
O: -2.84 0.58 3.62
C: -2.30 1.36 4.37
C: -1.63 2.65 3.98
C: -1.62 3.41 5.35
C: -1.53 2.30 6.41
O: -2.18 1.22 5.71
H: -0.62 2.41 3.65
H: -2.16 3.23 3.23
H: -0.85 4.17 5.49
H: -2.58 3.93 5.38
H: -0.48 2.09 6.62
H: -2.10 2.62 7.28
O: -4.49 2.97 -1.63
C: -3.46 3.13 -2.23
C: -2.29 2.21 -2.25
C: -1.17 3.13 -2.73
C: -1.95 4.08 -3.63
O: -3.18 4.21 -2.92
H: -2.16 1.70 -1.29
H: -2.59 1.41 -2.93
H: -0.77 3.71 -1.90
H: -0.43 2.58 -3.32
H: -1.42 5.03 -3.60
H: -2.10 3.80 -4.67
O: 1.72 1.65 3.77
C: 2.49 1.76 4.75
C: 3.91 1.32 4.88
C: 4.10 1.24 6.40
C: 3.04 2.25 6.92
O: 2.04 2.20 5.87
H: 4.15 0.44 4.28
H: 4.47 2.16 4.47
H: 3.90 0.22 6.72
H: 5.11 1.51 6.68
H: 2.62 2.00 7.90
H: 3.40 3.28 6.96
C: 3.42 3.57 -1.65
C: 2.82 3.76 -0.26
C: 3.91 4.40 0.57
O: 5.05 4.56 -0.36
C: 4.93 3.61 -1.43
H: 3.03 4.38 -2.26
H: 3.11 2.60 -2.04
H: 2.58 2.80 0.21
H: 1.93 4.38 -0.22
H: 4.20 3.78 1.42
H: 3.63 5.38 0.96
H: 5.37 2.70 -1.03
H: 5.63 3.89 -2.21
C: 4.37 0.67 1.34
C: 4.24 -0.81 1.83
C: 5.56 -1.13 2.48
O: 6.12 0.18 2.76
C: 5.80 1.08 1.74
H: 3.63 1.22 1.91
H: 4.17 0.65 0.27
H: 3.95 -1.54 1.07
H: 3.46 -0.91 2.58
H: 6.16 -1.75 1.80
H: 5.57 -1.75 3.38
H: 6.61 1.00 1.01
H: 5.86 2.09 2.13
C: -3.13 -4.96 -6.27
C: -3.21 -3.85 -5.16
C: -1.80 -3.26 -5.24
O: -0.99 -4.40 -5.38
C: -1.64 -5.31 -6.32
H: -3.43 -4.65 -7.27
H: -3.79 -5.80 -6.08
H: -3.43 -4.27 -4.18
H: -4.02 -3.12 -5.24
H: -1.56 -2.89 -4.25
H: -1.55 -2.57 -6.05
H: -1.38 -6.35 -6.12
H: -1.30 -5.07 -7.33
C: -4.80 -1.08 -1.03
C: -6.10 -1.83 -1.07
C: -5.74 -3.29 -1.16
O: -4.31 -3.30 -1.22
C: -3.91 -2.05 -1.72
H: -4.48 -1.08 0.01
H: -4.83 -0.09 -1.48
H: -6.70 -1.57 -1.93
H: -6.84 -1.66 -0.29
H: -6.26 -3.63 -2.05
H: -6.05 -3.96 -0.36
H: -4.07 -1.96 -2.80
H: -2.85 -1.79 -1.63



Density functional theory data (the ωB97M-V functional and the def2-TZVPD basis) for a molecular structure, C40H70N10 at a distorted geometry.

The molecular weight comes out at 691.07 g/mol. For the energy above the lowest of the compared OMol25 structures with the same formula, charge and spin, the calculation gives 39.227 eV. The value obtained for the total energy is -2112.219207 Ha. The HOMO energy comes out at -7.152 eV.

Atoms and positions in Å:
C: -0.47 24.13 -23.01
C: -1.91 24.61 -22.83
C: -2.73 24.67 -24.14
C: -2.47 25.80 -25.04
N: -2.26 26.68 -25.78
H: 0.16 24.78 -23.61
H: -0.39 23.18 -23.54
H: -0.04 23.92 -22.03
H: -1.81 25.55 -22.29
H: -2.38 23.95 -22.10
H: -3.78 24.83 -23.95
H: -2.70 23.72 -24.67
C: -2.70 22.22 -28.86
C: -1.49 22.44 -27.98
C: -0.61 21.25 -27.83
C: -1.23 20.19 -27.04
N: -1.71 19.42 -26.33
H: -3.42 21.48 -28.49
H: -2.40 22.00 -29.88
H: -3.27 23.14 -28.94
H: -1.90 22.76 -27.02
H: -0.86 23.28 -28.28
H: 0.33 21.49 -27.34
H: -0.37 20.90 -28.84
C: 3.07 25.92 -22.36
C: 1.87 24.95 -22.31
C: 2.21 23.52 -22.81
C: 2.77 23.38 -24.16
N: 3.25 23.27 -25.24
H: 3.46 26.15 -23.36
H: 3.94 25.44 -21.90
H: 2.81 26.79 -21.76
H: 1.01 25.28 -22.89
H: 1.54 24.77 -21.29
H: 1.37 22.84 -22.63
H: 3.02 23.14 -22.20
C: -1.72 25.01 -28.03
C: -2.15 26.25 -28.80
C: -1.83 26.25 -30.29
C: -2.39 25.03 -30.94
N: -2.88 24.11 -31.44
H: -2.34 24.13 -28.22
H: -1.78 25.23 -26.97
H: -0.69 24.79 -28.32
H: -1.75 27.15 -28.33
H: -3.23 26.36 -28.75
H: -0.75 26.24 -30.45
H: -2.30 27.12 -30.75
C: 0.49 25.06 -27.37
C: 1.41 24.12 -26.68
C: 0.90 23.46 -25.40
C: -0.49 22.87 -25.31
N: -1.55 22.45 -25.20
H: 0.91 25.53 -28.26
H: 0.22 25.87 -26.70
H: -0.42 24.51 -27.61
H: 2.35 24.57 -26.35
H: 1.75 23.36 -27.38
H: 1.02 24.22 -24.63
H: 1.52 22.65 -25.03
C: 0.79 21.03 -24.98
C: 0.93 19.55 -25.11
C: 0.84 18.72 -23.79
C: 1.63 19.19 -22.66
N: 2.31 19.44 -21.74
H: 1.56 21.49 -24.36
H: -0.17 21.29 -24.53
H: 0.83 21.42 -25.99
H: 1.86 19.23 -25.55
H: 0.22 19.19 -25.86
H: 1.22 17.72 -23.99
H: -0.19 18.65 -23.45
C: -1.20 28.52 -25.53
C: -0.44 27.63 -26.56
C: 1.05 27.59 -26.25
C: 1.30 26.79 -25.01
N: 1.56 26.17 -24.07
H: -1.16 28.06 -24.54
H: -2.24 28.76 -25.74
H: -0.63 29.44 -25.41
H: -0.56 28.07 -27.55
H: -0.85 26.62 -26.50
H: 1.52 28.55 -26.04
H: 1.63 27.15 -27.05
C: 3.01 24.74 -31.51
C: 3.09 24.95 -30.04
C: 2.03 24.10 -29.28
C: 0.66 24.40 -29.61
N: -0.43 24.60 -29.91
H: 3.91 25.04 -32.05
H: 2.23 25.42 -31.85
H: 2.73 23.73 -31.81
H: 3.08 25.99 -29.72
H: 4.04 24.49 -29.77
H: 2.13 24.23 -28.20
H: 2.21 23.04 -29.46
C: 3.50 29.39 -27.98
C: 4.33 28.30 -28.72
C: 4.40 26.93 -28.09
C: 3.11 26.30 -27.65
N: 2.12 25.74 -27.33
H: 3.72 30.41 -28.31
H: 3.64 29.42 -26.90
H: 2.43 29.23 -28.07
H: 5.34 28.70 -28.75
H: 4.07 28.17 -29.78
H: 4.97 26.91 -27.16
H: 4.86 26.22 -28.77
C: 0.69 27.68 -28.80
C: 1.59 28.20 -29.94
C: 1.44 27.57 -31.31
C: 0.09 27.43 -31.86
N: -0.99 27.44 -32.26
H: -0.36 27.76 -29.08
H: 0.85 28.27 -27.91
H: 1.02 26.67 -28.57
H: 2.64 28.33 -29.71
H: 1.13 29.18 -30.08
H: 1.88 26.57 -31.30
H: 2.01 28.13 -32.05



Density functional theory data (the ωB97M-V functional and the def2-TZVPD basis) for 6 unconnected molecules or ions with the total composition C40H71Br3F8N9O10S at a distorted geometry.

The total charge is +1. The molecular weight comes out at 1261.82 g/mol. The value obtained for the total energy is -11730.144954 Ha. The HOMO energy comes out at -10.752 eV.

Atoms and positions in Å:
C: 0.80 5.10 1.39
C: -0.05 4.13 0.39
C: 0.37 4.25 -1.20
C: -0.04 2.87 -2.04
C: -1.56 2.90 -2.64
C: -1.82 1.40 -3.33
C: -2.91 0.50 -2.50
C: -2.44 0.20 -0.92
C: -1.76 -1.28 -0.75
C: -1.69 -1.82 0.82
Br: -3.51 -1.75 1.74
C: -1.35 -3.44 0.71
Br: -2.31 -4.32 2.22
N: 0.11 -3.77 0.55
C: 0.47 -5.18 0.44
F: 0.73 -5.46 -1.03
C: 1.75 -5.78 1.23
C: 1.17 -6.83 2.39
C: 1.04 -2.76 1.06
N: 2.30 -2.45 0.54
Br: 3.38 -1.05 1.26
C: 2.89 -3.18 -0.64
C: 4.09 -2.30 -1.40
C: 4.50 -3.04 -2.84
O: 5.45 -2.13 -3.51
C: 6.84 -2.61 -3.41
C: 7.52 -3.42 -2.15
O: 7.67 -2.29 -4.44
N: 0.61 -1.83 2.18
S: 0.61 -2.43 3.75
O: -0.72 -2.50 4.54
O: 1.15 -3.91 3.74
C: 1.84 -1.55 4.93
F: 3.26 -1.74 4.50
F: 1.73 -2.33 6.22
C: 1.43 -0.01 5.29
F: -0.01 0.25 5.45
F: 2.05 0.27 6.65
C: 2.06 1.14 4.29
F: 1.52 1.13 2.92
F: 1.64 2.46 4.89
F: 3.54 1.17 4.23
C: -0.54 -0.99 1.72
O: -1.18 -0.14 2.74
C: -1.57 1.18 2.21
N: -2.28 2.19 1.76
H: 0.38 6.20 1.34
H: 1.94 5.01 1.16
H: 0.63 4.71 2.50
H: 0.16 3.01 0.73
H: -1.21 4.31 0.58
H: 1.54 4.34 -1.26
H: -0.20 5.16 -1.68
H: 0.70 2.70 -2.96
H: 0.18 1.98 -1.30
H: -1.71 3.72 -3.49
H: -2.40 3.15 -1.83
H: -2.31 1.64 -4.39
H: -0.84 0.77 -3.43
H: -3.89 1.18 -2.41
H: -3.26 -0.48 -3.06
H: -3.39 0.39 -0.27
H: -1.64 1.00 -0.61
H: -2.37 -2.02 -1.46
H: -0.66 -1.25 -1.17
H: -1.89 -3.80 -0.30
H: -0.44 -5.92 0.68
H: 2.36 -6.48 0.48
H: 2.53 -5.01 1.65
H: 0.33 -6.28 3.00
H: 2.02 -7.22 3.08
H: 0.62 -7.69 1.79
H: 2.03 -3.29 -1.44
H: 3.41 -4.21 -0.37
H: 5.10 -2.31 -0.77
H: 3.74 -1.21 -1.66
H: 4.88 -4.14 -2.69
H: 3.50 -3.10 -3.47
H: 6.84 -4.28 -1.71
H: 8.47 -3.98 -2.60
H: 7.88 -2.75 -1.26
H: -0.09 -0.22 0.93
C: 1.62 8.51 -3.18
C: 1.20 8.03 -1.81
O: 1.61 6.98 -1.32
N: 0.33 8.82 -1.11
C: -0.26 10.07 -1.52
H: 2.31 7.79 -3.62
H: 0.74 8.59 -3.82
H: 2.12 9.47 -3.10
H: 0.08 8.45 -0.20
H: 0.03 10.84 -0.80
H: -1.34 9.96 -1.52
H: 0.07 10.38 -2.52
C: -8.01 -0.44 -1.69
C: -6.79 -0.28 -0.83
O: -5.65 -0.33 -1.30
N: -6.97 -0.08 0.51
C: -8.22 0.00 1.22
H: -7.72 -0.60 -2.73
H: -8.59 -1.31 -1.36
H: -8.63 0.46 -1.63
H: -6.11 0.02 1.03
H: -8.27 0.98 1.71
H: -8.24 -0.78 1.98
H: -9.09 -0.12 0.56
C: 0.00 -7.26 -3.56
C: -0.13 -6.26 -4.67
O: -0.60 -5.13 -4.49
N: 0.30 -6.63 -5.91
C: 0.87 -7.89 -6.31
H: -0.37 -6.84 -2.63
H: -0.59 -8.16 -3.79
H: 1.05 -7.53 -3.42
H: 0.18 -5.91 -6.62
H: 1.87 -7.70 -6.71
H: 0.24 -8.32 -7.08
H: 0.95 -8.59 -5.47
C: -6.24 1.47 6.31
C: -6.72 1.25 4.90
O: -7.85 0.83 4.65
N: -5.85 1.53 3.89
C: -4.50 2.02 4.00
H: -7.03 1.21 7.02
H: -5.37 0.84 6.52
H: -5.99 2.52 6.46
H: -6.23 1.35 2.97
H: -4.44 2.97 3.47
H: -3.83 1.30 3.53
H: -4.19 2.17 5.04
C: 5.16 3.09 1.64
C: 4.68 2.87 0.23
O: 3.55 2.45 -0.03
N: 5.55 3.15 -0.78
C: 6.90 3.64 -0.67
H: 4.37 2.83 2.34
H: 6.03 2.46 1.84
H: 5.41 4.14 1.78
H: 5.17 2.97 -1.71
H: 6.96 4.59 -1.21
H: 7.57 2.92 -1.15
H: 7.21 3.79 0.36



The lowest molecular weight belongs to which entry? C40H70N10



Which value of total energy does entry 1 give? -2768.722450 Ha



The highest molecular weight belongs to which entry? C40H71Br3F8N9O10S